No. 1
A molecular structure, C30H33F5N6O3P2W. Source: OMol25; level of theory: the ωB97M-V functional and the def2-TZVPD basis.

energy above the lowest of the compared OMol25 structures with the same formula, charge and spin: 14.0 kcal/mol
highest occupied orbital energy: -0.46753 Ha
charge: +2
largest force on an atom: 0.41 eV Å⁻¹

The geometry in XYZ format:
```
80
Properties=species:S:1:pos:R:3:lowdin_charge:R:1
W 0.30317 0.56058 -0.07574 1.538
O -4.44303 2.70480 2.09428 0.093
C -4.82737 1.94015 1.06498 -0.246
C -6.18018 1.99402 0.71811 0.012
C -6.66423 1.22587 -0.31433 -0.040
C -5.82031 0.37799 -1.04149 -0.065
C -4.48789 0.33352 -0.72280 -0.018
C -3.96073 1.11264 0.32272 -0.073
C -2.53791 1.04557 0.59679 -0.360
O -1.74873 0.44196 -0.23347 -0.248
N -2.03055 1.62175 1.67119 0.095
N -0.68574 1.46985 1.69062 -0.142
C -0.04225 1.96321 2.68552 -0.059
C 1.36864 1.67314 2.70241 -0.275
C 2.20839 2.11403 3.71304 0.028
C 3.54053 1.74347 3.68682 0.001
C 3.97586 0.92689 2.65654 -0.008
C 3.08221 0.53258 1.67973 -0.098
N 1.79129 0.89536 1.67504 -0.028
H -3.49557 2.56880 2.26974 0.073
H -6.82525 2.64811 1.28797 0.130
H -7.71606 1.27797 -0.56314 0.119
H -6.21549 -0.22675 -1.84516 0.110
H -3.81801 -0.31571 -1.26953 0.093
H -0.54904 2.51067 3.46906 0.157
H 1.81173 2.73745 4.50218 0.136
H 4.22069 2.07870 4.45808 0.132
H 5.00089 0.59086 2.59354 0.124
H 3.40012 -0.11272 0.87924 0.101
C -0.31906 -1.12647 3.30425 -0.211
P 0.00933 -1.45815 1.55155 0.886
C 1.46168 -2.54903 1.63687 -0.197
C -1.38805 -2.47720 1.01044 -0.363
C -2.23121 -3.14064 1.89599 -0.054
C -3.25351 -3.94043 1.40353 -0.034
C -3.42821 -4.09192 0.03667 -0.033
C -2.58944 -3.43319 -0.85166 -0.053
C -1.57659 -2.61548 -0.36817 -0.370
P -0.45122 -1.66841 -1.41234 0.897
C -1.37431 -1.15936 -2.87823 -0.206
C 0.73530 -2.87069 -2.08177 -0.204
H -0.34903 -2.07547 3.84092 0.065
H -1.27107 -0.61205 3.42995 0.064
H 0.48417 -0.53423 3.73844 0.047
H 1.19240 -3.49044 2.11646 0.073
H 2.24245 -2.06681 2.22615 0.050
H 1.85389 -2.74806 0.64337 0.016
H -2.11407 -3.03804 2.96599 0.105
H -3.91649 -4.44559 2.09276 0.122
H -4.22561 -4.71841 -0.33970 0.123
H -2.74425 -3.54928 -1.91689 0.112
H -1.84401 -2.02413 -3.34819 0.061
H -0.68194 -0.70436 -3.58389 0.061
H -2.12092 -0.41877 -2.60639 0.041
H 0.17937 -3.66360 -2.58524 0.067
H 1.33948 -3.32801 -1.30266 0.031
H 1.37973 -2.38159 -2.81246 0.056
F 1.69762 3.19249 0.38321 0.070
C 0.80612 2.50609 -0.32940 -0.180
F 0.06583 0.93962 -1.96335 -0.428
C 0.09415 3.56353 -1.19681 -0.614
F 0.92347 4.13168 -2.09619 0.129
F -0.29104 4.52446 -0.34363 0.167
F -0.97789 3.13113 -1.83185 0.169
C 4.28037 -1.73467 -1.55658 0.018
N 4.02799 -0.37558 -2.04877 -0.018
C 4.92880 0.18126 -2.91019 -0.008
C 4.79674 1.44358 -3.35624 0.040
C 3.67599 2.17606 -2.86727 -0.312
N 2.80966 1.62424 -2.00625 0.210
C 2.95976 0.37858 -1.62300 -0.436
O 2.13403 -0.20585 -0.81916 -0.255
N 3.45250 3.42756 -3.23724 0.225
H 4.57663 -2.36722 -2.39006 0.109
H 3.37392 -2.12469 -1.11467 0.058
H 5.07496 -1.72247 -0.81093 0.109
H 5.74578 -0.46196 -3.20695 0.149
H 5.50916 1.87032 -4.04528 0.129
H 4.05750 3.90148 -3.88540 0.136
H 2.62398 3.89537 -2.90165 0.100
```


No. 2
8 unconnected molecules or ions with the total composition C7H32NO7. Source: OMol25; level of theory: the ωB97M-V functional and the def2-TZVPD basis.

energy above the lowest of the compared OMol25 structures with the same formula, charge and spin: 0.0 kcal/mol
highest occupied orbital energy: -0.47123 Ha
charge: +1
largest force on an atom: 1.44 eV Å⁻¹

The geometry in XYZ format:
```
47
Properties=species:S:1:pos:R:3:nbo_charge:R:1
N 0.56892 1.40785 -0.56395 -0.936
H 0.71462 2.04872 -1.35800 0.449
H 0.19389 1.76624 0.31556 0.467
H 1.48859 1.01669 -0.29741 0.454
H 0.02843 0.59825 -0.93740 0.457
C -2.63758 3.31686 0.33203 -0.268
O -2.26695 1.93670 0.28350 -0.758
H -3.40848 3.50687 1.08176 0.190
H -1.76433 3.90786 0.60133 0.192
H -3.01199 3.69018 -0.62538 0.174
H -3.03136 1.48935 -0.09286 0.484
C -1.14374 -2.50052 -3.24764 -0.641
C -0.12236 -2.03439 -2.24186 0.102
C 1.19302 -1.60225 -2.84090 -0.628
O -0.64785 -0.88883 -1.51079 -0.774
H -1.44599 -1.66942 -3.88654 0.216
H -2.04878 -2.85487 -2.74570 0.216
H -0.77415 -3.33847 -3.83635 0.236
H 0.07021 -2.78927 -1.47235 0.173
H 0.99814 -0.89337 -3.65018 0.211
H 1.63487 -2.46388 -3.34697 0.232
H 1.89370 -1.22706 -2.10093 0.210
H -1.57822 -1.03553 -1.31469 0.486
C 0.56879 -3.37630 3.49438 -0.636
C 0.20117 -1.98343 3.01042 0.086
C 0.23638 -1.84273 1.50381 -0.625
O -1.14441 -1.62451 3.42618 -0.744
H 0.72924 -3.37081 4.57572 0.215
H 1.53420 -3.65545 3.06675 0.216
H -0.20679 -4.10063 3.25680 0.223
H 0.84255 -1.24368 3.50510 0.163
H 1.25121 -1.76595 1.11793 0.207
H -0.36606 -0.97781 1.23600 0.210
H -0.21331 -2.71929 1.02927 0.210
H -1.16458 -1.75325 4.38024 0.476
O 0.94101 3.25523 -2.78293 -0.945
H 0.21977 3.89075 -2.72349 0.480
H 0.86600 2.89186 -3.67228 0.493
O -0.46075 1.36552 2.37249 -0.972
H -0.59628 0.44207 2.62143 0.486
H -1.24014 1.58590 1.84609 0.484
O 0.94771 4.05120 0.48921 -0.948
H 0.48893 4.45647 -0.25203 0.463
H 1.40953 4.78591 0.90581 0.490
O 3.15941 0.27798 0.11680 -0.961
H 3.63854 0.65956 0.85977 0.496
H 3.45525 -0.63629 0.07224 0.490
```


No. 3
5 unconnected molecules or ions with the total composition C25H21Br3N4O8. Source: OMol25; level of theory: the ωB97M-V functional and the def2-TZVPD basis.

2S+1: 2
highest occupied orbital energy (spin up / spin down): -0.06243 / -0.20444 Ha
charge: -1
largest force on an atom: 5.97 eV Å⁻¹

The geometry in XYZ format:
```
61
Properties=species:S:1:pos:R:3:lowdin_spin:R:1
C -0.47621 -0.26874 0.62382 0.002
Br -2.27424 -0.34778 1.51543 0.002
Br 0.99363 0.41081 1.81588 0.003
Br -0.61597 0.90861 -0.97734 0.003
H -0.25169 -1.25332 0.21358 0.000
C 0.66017 -3.04449 2.88010 0.000
C 0.07144 -2.26333 3.86741 0.000
C 0.16910 -2.69992 5.19187 0.000
C 0.81812 -3.90918 5.54537 0.000
C 1.35519 -4.68986 4.48670 0.000
C 1.32641 -4.18464 3.22594 0.000
N 0.96070 -4.29700 7.02119 0.000
O 1.44957 -5.36726 7.28493 0.000
O 0.66618 -3.47155 7.89426 0.000
H 0.69220 -2.80954 1.82645 0.000
H -0.37838 -1.32254 3.58636 0.000
H -0.10607 -2.01036 5.97621 0.000
H 1.81173 -5.63675 4.73444 0.000
H 1.88666 -4.74521 2.49226 0.000
C -6.37043 -0.71851 5.23906 0.000
C -7.26016 0.31679 5.21887 0.000
C -6.95268 1.47476 4.53989 0.000
C -5.74201 1.62038 3.79346 0.000
C -4.79778 0.62160 3.96110 0.000
C -5.05557 -0.56924 4.57558 0.000
N -5.42820 2.86936 3.01850 0.000
O -4.40770 2.84897 2.35257 0.000
O -6.21632 3.83176 3.01525 0.000
H -6.62207 -1.60518 5.80201 0.000
H -8.22735 0.24664 5.69426 0.000
H -7.78467 2.16309 4.55936 0.000
H -3.88615 0.81932 3.41684 0.000
H -4.28878 -1.32241 4.46989 0.000
C -0.11191 2.69595 -5.56467 0.001
C 0.38785 3.41703 -6.63517 0.000
C 1.72209 3.83576 -6.57789 0.001
C 2.59731 3.54238 -5.53616 0.001
C 2.02347 2.79989 -4.47666 0.001
C 0.67356 2.45833 -4.43230 0.000
N 3.95907 4.07402 -5.61314 0.000
O 4.20833 4.96306 -6.41752 0.000
O 4.84436 3.70183 -4.84395 0.001
H -1.10469 2.27077 -5.56364 0.000
H -0.21870 3.62343 -7.50458 0.000
H 2.01896 4.59167 -7.28983 0.000
H 2.58597 2.51347 -3.60034 0.000
H 0.12501 1.94078 -3.65923 0.000
C 4.04975 -0.26234 -5.49882 0.132
C 4.90513 0.16940 -4.44331 0.008
C 4.61811 -0.08535 -3.12180 0.076
C 3.43302 -0.74959 -2.76767 0.065
C 2.48801 -1.10024 -3.81528 0.087
C 2.83453 -0.93933 -5.14901 0.004
N 3.11487 -0.96346 -1.35231 0.221
O 3.87653 -0.55617 -0.50651 0.198
O 2.05629 -1.51285 -1.10550 0.168
H 4.27472 -0.16014 -6.55018 0.011
H 5.75611 0.77611 -4.71558 -0.002
H 5.37717 0.18581 -2.40298 0.009
H 1.57311 -1.66498 -3.71319 0.010
H 2.21331 -1.16051 -6.00433 -0.003
```


- What is the charge in the third record?
  -1


- Which of these has the highest largest force on an atom?
  C25H21Br3N4O8


- Among the records above, which one has the lowest charge?
  C25H21Br3N4O8